This record from the Open Molecules 2025 dataset describes 19 unconnected molecules or ions with the total composition C93H102F12O7. The level of theory is the ωB97M-V functional and the def2-TZVPD basis.

Structure (XYZ):
```
214
Properties=species:S:1:pos:R:3:lowdin_charge:R:1
F -7.302 1.086 3.474 0.05
C -6.843 0.877 2.215 -0.27
C -5.859 -0.049 1.991 0.01
C -5.320 -0.092 0.707 -0.09
C -5.679 0.746 -0.266 -0.12
C -6.716 1.636 -0.050 -0.10
C -7.288 1.732 1.205 -0.02
H -5.515 -0.701 2.781 0.10
H -4.497 -0.752 0.477 0.09
H -5.084 0.821 -1.164 0.11
H -6.986 2.330 -0.833 0.11
H -8.010 2.526 1.326 0.12
F -3.091 -0.694 7.687 0.06
C -3.061 -0.899 6.357 -0.32
C -2.008 -0.529 5.636 -0.07
C -1.887 -0.846 4.297 -0.06
C -2.893 -1.601 3.755 -0.10
C -3.886 -2.139 4.523 -0.11
C -4.087 -1.744 5.840 0.02
H -1.241 -0.010 6.193 0.14
H -1.090 -0.459 3.679 0.10
H -2.872 -1.909 2.720 0.10
H -4.716 -2.742 4.185 0.10
H -4.972 -1.972 6.416 0.12
F -5.066 -2.072 -2.363 0.04
C -6.252 -2.658 -2.666 -0.31
C -6.625 -2.686 -3.944 -0.03
C -7.704 -3.541 -4.308 -0.04
C -8.434 -4.226 -3.292 -0.10
C -8.068 -4.181 -1.941 -0.06
C -6.951 -3.335 -1.668 -0.01
H -5.882 -2.311 -4.633 0.11
H -7.925 -3.795 -5.334 0.10
H -9.291 -4.842 -3.524 0.09
H -8.558 -4.761 -1.173 0.10
H -6.581 -3.352 -0.654 0.10
F 2.673 -1.820 -1.475 0.08
C 2.530 -2.656 -2.474 -0.33
C 1.605 -3.599 -2.366 -0.06
C 1.534 -4.642 -3.225 -0.08
C 2.440 -4.670 -4.259 -0.08
C 3.345 -3.610 -4.523 -0.05
C 3.464 -2.607 -3.533 0.00
H 0.859 -3.670 -1.588 0.12
H 0.711 -5.336 -3.132 0.10
H 2.399 -5.526 -4.917 0.10
H 4.157 -3.624 -5.234 0.10
H 4.183 -1.807 -3.632 0.09
F 4.389 0.728 -0.988 0.08
C 4.234 1.351 -2.128 -0.31
C 3.242 0.981 -2.998 -0.04
C 3.004 1.600 -4.224 -0.06
C 3.799 2.723 -4.549 -0.09
C 4.798 3.140 -3.696 -0.09
C 5.095 2.446 -2.520 0.01
H 2.664 0.130 -2.670 0.09
H 2.182 1.293 -4.853 0.09
H 3.525 3.178 -5.489 0.10
H 5.309 4.033 -4.022 0.11
H 5.951 2.759 -1.939 0.11
F 4.819 2.216 3.449 0.10
C 5.869 1.574 3.023 -0.33
C 5.919 1.136 1.686 0.01
C 7.116 0.591 1.170 -0.08
C 8.192 0.554 2.007 -0.11
C 8.097 0.979 3.361 -0.08
C 6.927 1.506 3.889 -0.02
H 5.027 1.178 1.079 0.08
H 7.092 0.298 0.131 0.08
H 9.155 0.198 1.672 0.10
H 9.056 1.034 3.854 0.10
H 6.883 1.863 4.907 0.12
F 2.393 7.497 1.118 0.08
C 2.509 6.185 1.006 -0.31
C 3.741 5.622 0.799 -0.02
C 3.839 4.262 0.828 -0.07
C 2.664 3.461 0.775 -0.10
C 1.420 4.045 0.774 -0.09
C 1.344 5.435 0.901 0.00
H 4.605 6.267 0.863 0.12
H 4.816 3.819 0.957 0.10
H 2.892 2.406 0.814 0.08
H 0.539 3.454 0.977 0.09
H 0.415 5.980 0.981 0.11
F -6.017 0.621 -4.567 0.07
C -5.563 1.138 -5.712 -0.30
C -6.246 2.144 -6.355 -0.02
C -5.633 2.779 -7.415 -0.07
C -4.323 2.372 -7.834 -0.08
C -3.781 1.217 -7.299 -0.08
C -4.418 0.591 -6.225 -0.02
H -7.160 2.551 -5.949 0.12
H -6.133 3.590 -7.924 0.10
H -3.891 2.868 -8.691 0.10
H -2.825 0.758 -7.505 0.10
H -3.941 -0.247 -5.738 0.08
F 0.093 -0.776 -3.389 0.05
C -0.140 -1.134 -4.651 -0.26
C -1.482 -1.178 -5.090 -0.02
C -1.728 -1.589 -6.389 -0.11
C -0.661 -2.000 -7.213 -0.08
C 0.682 -1.816 -6.809 -0.06
C 0.952 -1.287 -5.547 -0.01
H -2.249 -0.962 -4.362 0.10
H -2.686 -1.707 -6.875 0.10
H -0.858 -2.230 -8.249 0.10
H 1.459 -2.140 -7.486 0.10
H 1.930 -1.121 -5.120 0.09
F 1.961 4.400 -2.485 0.06
C 0.827 4.246 -3.221 -0.28
C 0.079 3.113 -3.046 -0.04
C -1.024 2.793 -3.890 -0.05
C -1.451 3.777 -4.842 -0.07
C -0.668 4.946 -5.035 -0.08
C 0.417 5.154 -4.194 -0.02
H 0.313 2.465 -2.215 0.11
H -1.603 1.953 -3.537 0.08
H -2.411 3.694 -5.331 0.08
H -1.028 5.617 -5.801 0.10
H 0.882 6.128 -4.216 0.11
F 8.302 -3.808 -4.344 0.00
C 7.566 -3.269 -3.260 -0.24
C 7.343 -4.013 -2.120 0.00
C 6.825 -3.345 -0.963 -0.04
C 6.388 -2.006 -1.123 -0.08
C 6.493 -1.362 -2.386 -0.08
C 7.001 -2.052 -3.439 -0.06
H 7.653 -5.046 -2.061 0.11
H 6.651 -3.801 0.001 0.09
H 5.778 -1.595 -0.332 0.08
H 6.120 -0.349 -2.407 0.09
H 7.194 -1.595 -4.398 0.13
F -1.771 2.882 4.324 0.07
C -2.999 3.352 4.575 -0.31
C -3.209 4.699 4.403 -0.02
C -4.510 5.158 4.696 -0.08
C -5.488 4.335 5.262 -0.07
C -5.207 2.962 5.394 -0.08
C -3.984 2.517 5.024 -0.03
H -2.423 5.370 4.092 0.12
H -4.683 6.222 4.628 0.10
H -6.472 4.679 5.545 0.10
H -6.060 2.372 5.695 0.10
H -3.789 1.461 5.139 0.10
C -2.768 4.103 -0.623 -0.01
C -3.173 4.612 0.761 -0.42
O -2.746 5.701 1.166 0.03
C -4.364 3.933 1.451 0.00
H -2.517 4.990 -1.206 0.08
H -3.669 3.772 -1.139 0.07
H -1.979 3.354 -0.556 0.06
H -4.852 4.697 2.055 0.08
H -3.996 3.139 2.101 0.08
H -5.119 3.522 0.780 0.06
C 5.247 -1.720 4.498 0.00
C 6.163 -2.773 3.900 -0.44
O 5.718 -3.856 3.608 0.04
C 7.666 -2.526 3.558 -0.01
H 5.771 -1.065 5.194 0.08
H 4.500 -2.258 5.080 0.07
H 4.882 -1.230 3.595 0.07
H 7.992 -1.672 4.153 0.05
H 7.901 -2.335 2.511 0.07
H 8.335 -3.318 3.894 0.08
C 3.627 -3.854 1.141 -0.02
C 2.825 -2.964 2.040 -0.42
O 3.169 -1.771 2.164 0.01
C 1.493 -3.454 2.689 0.01
H 3.026 -4.211 0.305 0.08
H 4.075 -4.754 1.563 0.09
H 4.541 -3.351 0.825 0.05
H 0.903 -2.574 2.945 0.05
H 1.692 -4.239 3.419 0.10
H 0.953 -3.913 1.861 0.07
C -0.550 -2.979 7.258 -0.02
C 0.917 -2.555 7.199 -0.39
O 1.750 -2.935 8.080 0.01
C 1.400 -1.856 5.933 -0.01
H -0.836 -3.860 7.833 0.09
H -0.904 -2.996 6.227 0.07
H -1.187 -2.267 7.782 0.07
H 1.370 -0.772 6.041 0.06
H 0.912 -2.041 4.976 0.05
H 2.452 -2.107 5.798 0.07
C 1.497 3.813 5.098 -0.02
C 1.531 2.334 4.940 -0.44
O 1.851 1.558 5.858 0.03
C 1.309 1.815 3.526 -0.02
H 1.858 4.433 4.277 0.08
H 2.187 4.100 5.891 0.09
H 0.509 4.160 5.404 0.09
H 2.237 1.808 2.955 0.07
H 0.689 2.500 2.947 0.06
H 1.063 0.753 3.519 0.07
C 0.530 -0.207 0.810 0.02
C -0.810 0.209 0.299 -0.51
O -1.541 1.030 0.781 0.07
C -1.381 -0.591 -0.788 -0.02
H 1.015 0.745 1.027 0.07
H 0.977 -0.795 0.009 0.07
H 0.595 -0.774 1.739 0.06
H -0.733 -1.251 -1.365 0.06
H -1.811 0.111 -1.501 0.08
H -2.117 -1.291 -0.392 0.09
C -2.257 -6.029 -1.466 -0.04
C -2.461 -5.133 -0.298 -0.40
O -1.422 -4.708 0.286 -0.01
C -3.975 -4.847 0.197 0.01
H -1.723 -5.413 -2.189 0.08
H -3.194 -6.278 -1.965 0.07
H -1.799 -7.004 -1.300 0.10
H -4.189 -3.933 -0.357 0.06
H -4.058 -4.713 1.276 0.07
H -4.568 -5.726 -0.056 0.07
```

* DFT total energy: -145031.8473 eV
* total charge: 0
* maximum force: 0.0893 Eh/bohr